Entry 1:
The following is a DFT calculation (ωB97M-V/def2-TZVPD) of a cluster of 2 separate species, C19H26O5 in total at a distorted geometry.

```
! RIJCOSX wB97M-V def2-TZVPD def2/J DEFGRID3
* xyz 0 1
C 3.56752 -1.60072 -2.27332
C 2.31192 -0.68185 -2.55522
C 1.35467 -1.41035 -3.61857
C 0.06981 -1.91120 -2.85661
C 0.25829 -2.92124 -1.80883
C -0.89668 -3.39833 -1.03851
C -2.22882 -2.83317 -1.36156
C -2.39235 -1.81877 -2.42134
C -1.24880 -1.33832 -3.19081
C -3.83312 -1.24852 -2.66565
O -4.25382 -0.96919 -3.75916
C -4.69417 -1.11477 -1.36278
C -4.54383 -2.05225 -0.39126
C -3.53381 -3.23475 -0.59402
O -3.75767 -4.35857 -0.22165
H 4.19552 -1.08642 -1.50162
H 3.28523 -2.60103 -1.85598
H 4.11057 -1.73021 -3.24313
H 1.75415 -0.60315 -1.57764
H 2.57610 0.36215 -2.85160
H 1.85331 -2.29146 -4.09860
H 1.05928 -0.62236 -4.36768
H 1.27653 -3.31058 -1.59337
H -0.74612 -4.14834 -0.22675
H -1.33853 -0.56245 -3.98133
H -5.39020 -0.25194 -1.23718
H -5.12233 -1.95844 0.56337
C -0.74186 -0.02879 0.78198
O -0.03014 0.56876 1.84664
C 1.36992 0.34228 1.75261
C 2.14014 1.46696 2.42439
O 2.22151 2.64937 1.63115
C 1.02855 3.42405 1.53001
C 0.68792 4.17842 2.80472
O 0.07757 3.30715 3.74938
C 0.26707 3.74097 5.08053
H -0.64029 -1.11938 0.79645
H -1.79588 0.22344 0.90379
H -0.40358 0.36804 -0.18191
H 1.68135 0.26504 0.70416
H 1.58638 -0.60476 2.26301
H 3.17409 1.13365 2.54910
H 1.75488 1.68365 3.42148
H 0.19220 2.81802 1.18027
H 1.23307 4.16331 0.75075
H -0.03117 4.97590 2.57927
H 1.60024 4.61893 3.22095
H 1.33468 3.79099 5.31959
H -0.19825 3.01226 5.74381
H -0.20104 4.71798 5.23866
*
```

Calculated values
LUMO = -0.78 eV
energy = -30358.2001 eV
Kohn-Sham gap = 0.3111 Eh
relative energy (zero: lowest compared OMol25 entry of this formula, charge and spin) = 4.8764 eV
SMILES = CCCc1ccc2c(c1)C(=O)C=CC2=O.COCCOCCOC
molar mass = 334.412 g mol⁻¹

Entry 2:
The following is a DFT calculation (ωB97M-V/def2-TZVPD) of a structure of composition C5H8Br4O2 at a distorted geometry.

```
! RIJCOSX wB97M-V def2-TZVPD def2/J DEFGRID3
* xyz 0 3
C 0.74563 -0.52751 -1.64499
C -0.03084 -1.29952 0.67976
C 0.43808 -0.21651 -0.19609
C 1.24141 0.88956 0.41401
C -1.46283 1.24346 -0.55009
O 1.13357 1.15998 1.69404
O -1.42555 1.65764 -1.77329
Br 3.27614 0.09824 0.23641
Br 1.28646 2.62105 -0.40499
Br -3.02401 -0.11392 -0.39391
Br -1.55613 2.43968 0.91840
H 1.01977 0.38117 -2.36897
H -0.03421 -1.11392 -2.25827
H 1.50630 -1.25966 -1.60449
H -1.04870 -1.60376 0.28412
H 0.47762 -2.23216 0.44803
H -0.11301 -1.02704 1.77862
H 0.67784 0.40740 2.18446
H -1.33426 2.57562 -2.03238
*
```

Calculated values
LUMO (alpha / beta) = 0.05 / -2.29 eV
energy = -289574.1808 eV
Kohn-Sham gap (alpha / beta) = 0.2532 / 0.2631 Eh
molar mass = 419.733 g mol⁻¹

Entry 3:
The following is a DFT calculation (ωB97M-V/def2-TZVPD) of the molecule C2H4N2O at a distorted geometry.

```
! RIJCOSX wB97M-V def2-TZVPD def2/J DEFGRID3
* xyz 0 1
C 0.80603 -0.82057 -0.03572
C -1.22497 0.26706 -0.04739
N 2.50776 0.65969 0.69503
N 1.70757 -0.05464 0.36618
O -0.47208 -0.72558 0.59093
H 0.93059 -1.00841 -1.11020
H -2.29779 -0.04337 0.00180
H -0.81466 0.54573 -1.08168
H -1.14245 1.18008 0.62105
*
```

Calculated values
LUMO = 0.61 eV
energy = -7163.0800 eV
Kohn-Sham gap = 0.3388 Eh
relative energy (zero: lowest compared OMol25 entry of this formula, charge and spin) = 3.3996 eV
molar mass = 72.067 g mol⁻¹

Entry 4:
The following is a DFT calculation (ωB97M-V/def2-TZVPD) of the molecule C13H9N3S2 at a distorted geometry.

```
! RIJCOSX wB97M-V def2-TZVPD def2/J DEFGRID3
* xyz 0 1
C -0.42505 3.80193 -0.82541
C 0.84112 3.82664 -1.33124
S 1.28352 2.26510 -2.00911
C -0.28204 1.56274 -1.58814
C -0.68801 0.23364 -1.98501
N -0.72317 -0.09478 -3.24136
N -1.14357 -1.40149 -3.30865
C -1.36039 -1.79742 -2.11048
N -1.03679 -0.80809 -1.18738
C -1.04175 -1.00901 0.19130
C -0.25433 -0.24058 1.10261
C -0.25401 -0.58090 2.43456
C -1.06074 -1.57176 2.96811
C -1.87499 -2.32198 2.11558
C -1.82359 -2.08834 0.73754
S -2.79143 -3.12391 -0.23528
C -1.83625 -3.17927 -1.77666
C -1.09922 2.52518 -1.02229
H -0.90229 4.70682 -0.44168
H 1.48476 4.70132 -1.33435
H 0.40145 0.59411 0.74756
H 0.32514 -0.01140 3.14120
H -1.07692 -1.74235 4.07076
H -2.53333 -3.06688 2.51702
H -0.96711 -3.77651 -1.63610
H -2.39940 -3.59557 -2.60823
H -2.09730 2.34721 -0.67039
*
```

Calculated values
LUMO = 0.38 eV
energy = -39767.1344 eV
Kohn-Sham gap = 0.3276 Eh
relative energy (zero: lowest compared OMol25 entry of this formula, charge and spin) = 0.0000 eV
SMILES = c1csc(-c2nnc3n2-c2ccccc2SC3)c1
molar mass = 271.370 g mol⁻¹

Entry 5:
The following is a DFT calculation (ωB97M-V/def2-TZVPD) of a cluster of 7 separate species, C34H42O2 in total at a distorted geometry.

```
! RIJCOSX wB97M-V def2-TZVPD def2/J DEFGRID3
* xyz 0 1
C -3.50797 4.54418 3.98897
C -3.68276 3.92141 2.74827
C -3.43367 2.56711 2.63594
C -3.03589 1.83179 3.74570
C -2.91054 2.43887 4.98761
C -3.12547 3.80298 5.09089
H -3.62424 5.61444 4.09520
H -4.10512 4.52948 1.95753
H -3.50935 2.06295 1.68057
H -2.74757 0.79671 3.59601
H -2.59284 1.84664 5.83593
H -2.97144 4.33660 6.02206
C -1.62404 0.18560 -0.86507
C -1.53797 -0.80890 -1.82386
C -0.58053 -1.82029 -1.71965
C 0.36213 -1.78133 -0.70622
C 0.29149 -0.76456 0.24058
C -0.70913 0.19365 0.19175
H -2.44011 0.89774 -0.88346
H -2.29824 -0.87350 -2.59398
H -0.63456 -2.68679 -2.36754
H 1.10705 -2.55972 -0.60888
H 1.01121 -0.66072 1.04530
H -0.78211 0.94970 0.96244
C -3.62641 -5.32402 -7.13197
C -2.61149 -4.38240 -7.20135
C -2.36723 -3.52882 -6.14019
C -3.15883 -3.59571 -5.00410
C -4.17738 -4.54235 -4.94082
C -4.39785 -5.43128 -5.98834
H -3.81227 -5.99950 -7.95856
H -1.98917 -4.36070 -8.08712
H -1.51224 -2.86608 -6.20153
H -2.99823 -2.91901 -4.17486
H -4.81879 -4.54565 -4.06633
H -5.20210 -6.14519 -5.87286
C 5.63062 1.29132 1.50121
C 6.00224 2.50831 0.95965
C 5.15275 3.18075 0.09293
C 3.88349 2.67561 -0.15433
C 3.48403 1.48859 0.43270
C 4.36122 0.78927 1.26109
H 6.36038 0.74157 2.08282
H 6.95886 2.95461 1.20388
H 5.42199 4.11353 -0.38567
H 3.18884 3.24668 -0.75789
H 2.48047 1.10511 0.28810
H 3.99576 -0.12482 1.71399
C 0.58900 2.86945 -4.52598
C 1.85321 3.30825 -4.91527
C 2.98145 2.78430 -4.28792
C 2.86144 1.76315 -3.35332
C 1.60670 1.37712 -2.91683
C 0.48512 1.92771 -3.50392
H -0.29812 3.20835 -5.04519
H 1.91609 4.02512 -5.72345
H 3.95358 3.15027 -4.59982
H 3.73886 1.25873 -2.96951
H 1.54045 0.66861 -2.09985
H -0.48787 1.68682 -3.09037
C 1.25132 0.81032 3.78156
C 0.35378 0.75249 4.97808
O -0.05913 -0.60735 5.22415
H 0.79033 0.38559 2.88869
H 2.17015 0.25656 3.97902
H 1.53463 1.84342 3.57748
H -0.50076 1.42717 4.98881
H 0.95417 1.06818 5.84491
H -0.77006 -0.60608 5.87096
C 1.15039 -3.54489 3.07483
C -0.08700 -3.93272 3.87821
O -0.07624 -3.40790 5.19235
H 1.95733 -3.21093 3.73158
H 0.95243 -2.72833 2.37858
H 1.53923 -4.39191 2.50557
H -0.15835 -5.01559 3.95350
H -0.97171 -3.56514 3.33875
H 0.06259 -2.45462 5.11791
*
```

Calculated values
LUMO = 0.62 eV
energy = -40033.2026 eV
Kohn-Sham gap = 0.3596 Eh
relative energy (zero: lowest compared OMol25 entry of this formula, charge and spin) = 0.0000 eV
SMILES = c1ccccc1.c1ccccc1.c1ccccc1.c1ccccc1.c1ccccc1.CCO.CCO
molar mass = 482.708 g mol⁻¹

Entry 6:
The following is a DFT calculation (ωB97M-V/def2-TZVPD) of a structure of composition C6H9NaNdO5 at a distorted geometry.

```
! RIJCOSX wB97M-V def2-TZVPD def2/J DEFGRID3
* xyz 1 4
O 0.46460 -2.22655 1.94292
C -0.54311 -3.01709 1.51151
C -0.94343 -3.00573 0.21070
O -0.41347 -2.11018 -0.64823
Nd 0.81257 -1.12538 0.60953
H -0.89383 -3.81379 2.18338
H -1.49896 -3.84980 -0.21925
O 0.18638 1.74919 -1.60614
C -0.99493 1.29786 -0.97231
C -0.98253 1.54194 0.52296
O 0.25418 1.07378 1.08863
C 1.35979 1.77729 0.49081
C 1.41077 1.31850 -0.96723
O 1.55930 -0.03207 -1.00756
Na 0.48871 -1.33780 -2.48166
H -1.84092 1.81553 -1.43956
H -1.09509 2.60428 0.77899
H 2.26380 1.46999 1.03051
H 1.20410 2.85989 0.59644
H 2.19740 1.86557 -1.51444
H -1.19728 0.19161 -1.13799
H -1.79804 0.95295 1.02799
*
```

Calculated values
LUMO (alpha / beta) = -3.52 / -3.52 eV
energy = -36290.8941 eV
Kohn-Sham gap (alpha / beta) = 0.2933 / 0.2998 Eh
molar mass = 328.363 g mol⁻¹

Entry 7:
The following is a DFT calculation (ωB97M-V/def2-TZVPD) of a cluster of 2 separate species, C3H10NO2 in total at a distorted geometry.

```
! RIJCOSX wB97M-V def2-TZVPD def2/J DEFGRID3
* xyz -1 1
C 0.06716 -1.66242 -0.51851
N 0.07631 -0.20736 -0.65751
C -0.17741 0.45065 0.60991
C -1.69265 1.10704 0.48942
O -2.25452 0.88356 -0.69361
H 0.16783 -2.12401 -1.51341
H -0.89735 -2.00931 -0.12077
H 0.87573 -1.96025 0.15004
H -0.75197 0.04704 -1.22248
H 0.51017 1.28381 0.76983
H -0.22885 -0.29102 1.41308
H -1.50536 2.18092 0.72256
H -2.24029 0.69028 1.37719
H 2.06563 0.65431 -0.73000
H 2.97968 0.25242 0.38852
O 3.00588 0.70433 -0.46424
*
```

Calculated values
LUMO = 4.08 eV
energy = -8857.7465 eV
Kohn-Sham gap = 0.2546 Eh
relative energy (zero: lowest compared OMol25 entry of this formula, charge and spin) = 1.0474 eV
molar mass = 92.118 g mol⁻¹

Entry 8:
The following is a DFT calculation (ωB97M-V/def2-TZVPD) of a cluster of 3 separate species, C5H12O2 in total at a distorted geometry.

```
! RIJCOSX wB97M-V def2-TZVPD def2/J DEFGRID3
* xyz 0 1
C 2.31481 2.00642 -0.47918
C 1.32722 1.11249 -0.32468
C 1.30989 -0.20129 -0.88345
C 0.11351 -0.91286 -0.69085
C 0.05654 -1.49192 0.77407
H 3.17468 1.72656 -1.07688
H 2.27874 2.97728 -0.01856
H 0.56981 1.32821 0.43025
H 2.17720 -0.34564 -1.53377
H -0.15547 -1.75302 -1.32278
H -0.98140 -1.79231 0.82853
H 0.24071 -0.74319 1.54055
H 0.78187 -2.28651 0.88411
H -2.16826 0.43638 0.58691
H -2.56125 0.68565 2.08489
O -1.93111 0.97380 1.42133
H -0.79249 -0.24390 -0.78526
H -3.26775 -0.78848 -0.99249
O -2.48725 -0.68766 -0.44276
*
```

Calculated values
LUMO = -2.58 eV
energy = -9469.7149 eV
Kohn-Sham gap = 0.1960 Eh
relative energy (zero: lowest compared OMol25 entry of this formula, charge and spin) = 5.4208 eV
molar mass = 104.149 g mol⁻¹

Question: The lowest energy belongs to which entry?
Answer: C5H8Br4O2